[1]
{"formula": "C15H18O3", "method": "ωB97M-V with the def2-TZVPD basis set", "species": ["C", "H", "H", "H", "C", "C", "C", "C", "C", "C", "C", "H", "H", "C", "C", "C", "O", "C", "C", "C", "O", "O", "H", "H", "H", "H", "H", "H", "H", "H", "H", "C", "H", "H", "H", "H"], "positions_angstrom": [[-4.486293, -1.177183, -1.234962], [-5.534543, -1.464900, -1.273988], [-4.219778, -0.710205, -2.180715], [-3.888154, -2.077007, -1.115940], [-4.248659, -0.206985, -0.075402], [-2.818674, 0.269037, -0.061247], [-2.520754, 1.619063, -0.209879], [-1.215183, 2.064810, -0.194253], [-0.152023, 1.170732, -0.037345], [-0.454438, -0.186528, 0.116414], [-1.762007, -0.622411, 0.105094], [-1.963365, -1.675852, 0.230441], [0.338729, -0.904124, 0.260110], [1.200147, 1.680270, -0.034767], [2.334265, 0.959365, -0.039547], [3.639678, 1.617487, -0.029150], [3.771883, 2.824843, -0.060520], [4.867392, 0.717210, -0.006699], [4.730757, -0.570961, 0.811371], [4.072548, -1.706298, 0.066012], [3.208764, -2.419679, 0.504129], [4.583493, -1.876424, -1.159989], [4.161870, -2.629696, -1.601961], [4.181243, -0.396504, 1.737253], [5.732568, -0.924516, 1.070018], [5.694717, 1.315483, 0.379354], [5.104660, 0.464824, -1.043819], [2.312841, -0.116650, -0.051658], [1.304063, 2.759573, -0.036987], [-1.005799, 3.118527, -0.311072], [-3.325169, 2.330107, -0.336832], [-4.616719, -0.856987, 1.260418], [-4.020520, -1.749068, 1.434472], [-5.666898, -1.140284, 1.262654], [-4.443242, -0.163134, 2.080099], [-4.897388, 0.664070, -0.221091]], "forces_ev_per_angstrom": [[-0.0644, 0.2450, 0.0781], [-0.1001, -0.0776, -0.0291], [0.0130, -0.0227, -0.1136], [0.0676, -0.1256, -0.0021], [-0.0394, -0.2118, 0.0274], [-0.0509, 0.2799, -0.0402], [-0.1413, -0.1358, 0.0082], [0.3403, -0.1249, 0.0258], [-0.6465, -0.1512, -0.0055], [0.0397, 0.1531, -0.0099], [0.0009, -0.0080, -0.0153], [-0.0250, -0.1296, 0.0188], [0.1026, -0.0913, 0.0206], [0.7933, -0.0925, -0.0267], [-0.7551, 0.2346, -0.0105], [0.4746, 0.1934, -0.0134], [0.0193, -0.0671, 0.0174], [0.1693, 0.1754, 0.0551], [-0.0068, 0.0517, -0.1968], [-0.1658, -0.2509, 0.3824], [-0.1260, -0.0294, 0.0579], [0.3806, 0.1268, -0.5145], [-0.1070, 0.0595, 0.2946], [0.0261, -0.1458, -0.0634], [-0.0410, 0.0031, 0.0315], [-0.0907, 0.0064, -0.0771], [0.0388, 0.0574, 0.0286], [-0.1454, -0.1452, 0.0178], [0.0738, 0.0672, 0.0046], [0.0430, 0.1047, -0.0010], [-0.0857, 0.0485, -0.0111], [-0.0547, 0.2148, -0.1422], [0.0657, -0.1201, 0.0397], [-0.1037, -0.0693, 0.0376], [0.0006, 0.0077, 0.1173], [0.1004, -0.0300, 0.0091]], "charge": 0, "orbital_gap_ev": 8.4}

---

[2]
{"formula": "C15H19BI2N6O4PtS2", "method": "ωB97M-V with the def2-TZVPD basis set", "species": ["Pt", "C", "N", "C", "C", "N", "B", "N", "C", "C", "N", "C", "C", "S", "C", "S", "H", "H", "H", "H", "H", "H", "H", "H", "H", "H", "H", "H", "I", "C", "I", "H", "H", "C", "C", "N", "C", "C", "N", "C", "O", "O", "C", "O", "O", "H", "H", "H", "H", "H"], "positions_angstrom": [[-0.440652, 0.385957, 0.949529], [-2.222833, 3.168854, -1.991885], [-1.484312, 2.050748, -2.552593], [-0.754297, 2.104668, -3.707715], [-0.225485, 0.870668, -3.893254], [-0.634796, 0.061485, -2.862883], [-0.083672, -1.420388, -2.809580], [-1.093005, -2.294337, -2.011067], [-2.150165, -2.979801, -2.526015], [-2.817342, -3.569231, -1.490976], [-2.162766, -3.221113, -0.346480], [-2.536258, -3.619672, 1.003570], [-1.106140, -2.453539, -0.686979], [0.053866, -1.818304, 0.418466], [-1.399195, 0.798617, -2.055856], [-2.240067, 0.350423, -0.570058], [-1.924315, 4.070899, -2.518187], [-1.966533, 3.285709, -0.941057], [-3.295123, 3.024512, -2.103700], [-0.685839, 3.000556, -4.298548], [0.396916, 0.490392, -4.683124], [-0.058518, -1.811133, -3.936311], [0.972662, -1.422679, -2.243618], [-2.339207, -3.008991, -3.584380], [-3.678852, -4.213410, -1.479837], [-3.367782, -4.315053, 0.939422], [-2.847335, -2.743712, 1.571657], [-1.701132, -4.111926, 1.495635], [-1.955352, 2.578004, 1.996559], [-1.863598, 1.727137, 3.950451], [-1.497166, -0.370697, 3.609960], [-2.819215, 1.846696, 4.446951], [-1.033916, 2.140276, 4.510323], [2.176420, -1.304307, 3.645005], [2.425473, -0.227493, 2.654232], [1.585538, 0.346146, 1.803459], [2.335671, 1.188198, 1.003849], [3.636927, 1.157722, 1.409222], [3.657650, 0.274690, 2.447152], [4.936979, 1.784463, 0.989727], [4.928601, 2.596313, -0.037544], [5.911046, 1.490845, 1.625613], [1.720329, 1.871990, -0.134636], [2.310243, 2.584332, -0.906732], [0.404532, 1.688569, -0.254781], [1.136991, -1.610852, 3.645580], [2.454828, -0.984761, 4.648916], [2.778505, -2.176152, 3.384727], [4.517613, 0.033740, 2.929090], [4.044076, 2.704939, -0.451300]], "forces_ev_per_angstrom": [[-0.1822, -0.1572, 0.7690], [-0.0403, 0.1277, 0.0502], [0.1163, -0.0294, -0.3163], [-0.1067, 0.1365, 0.1542], [-0.0100, -0.2325, 0.0912], [0.0178, 0.2314, -0.2601], [-0.0093, 0.0068, 0.0175], [-0.0495, -0.1747, 0.0135], [0.0421, 0.0453, -0.0083], [-0.0502, -0.0250, 0.0304], [0.0896, 0.0169, -0.1146], [-0.0424, -0.0423, 0.0825], [-0.0123, 0.1778, 0.1637], [0.4147, -0.0465, -0.0187], [-0.3535, -0.0448, 0.5722], [0.3113, 0.0279, -0.3487], [-0.0050, -0.0173, -0.0192], [-0.0051, -0.0012, -0.0289], [0.0089, -0.0258, 0.0362], [0.0154, 0.0080, -0.0085], [0.0152, 0.0070, -0.0111], [0.0596, -0.0441, -0.0330], [0.0032, 0.0135, -0.0189], [-0.0158, -0.0151, -0.0110], [-0.0074, -0.0102, -0.0209], [-0.0043, 0.0097, -0.0138], [0.0007, -0.0132, -0.0075], [-0.0097, 0.0108, -0.0068], [0.3359, 0.2973, 0.4822], [0.0315, -0.3288, -0.3234], [-0.2236, 0.2626, -0.3245], [-0.0042, -0.0424, -0.0225], [0.0163, -0.0077, -0.0370], [-0.0412, -0.0533, -0.0190], [0.0281, -0.0586, 0.1997], [-0.3298, 0.3312, -0.2615], [0.2403, 0.0382, -0.0361], [-0.1333, -0.0195, -0.1146], [-0.0529, -0.0126, -0.1089], [0.0366, -0.1670, 0.1807], [0.0249, 0.1486, -0.1548], [-0.0350, 0.0345, -0.0264], [0.1682, 0.1370, 0.1889], [-0.0464, 0.0109, 0.0144], [-0.2289, -0.5130, -0.4685], [-0.0026, 0.0318, -0.0180], [-0.0121, 0.0008, 0.0140], [0.0328, 0.0143, 0.0369], [0.0058, 0.0110, 0.0020], [-0.0012, -0.0553, 0.0621]], "charge": 2, "orbital_gap_ev": [5.8, 5.8]}

---

[3]
{"formula": "C15H19BrN2OS", "method": "ωB97M-V with the def2-TZVPD basis set", "species": ["C", "H", "H", "H", "C", "N", "C", "H", "C", "N", "C", "O", "C", "C", "C", "C", "C", "C", "C", "C", "S", "H", "H", "Br", "H", "H", "H", "H", "H", "H", "C", "C", "H", "H", "H", "H", "H", "H", "H"], "positions_angstrom": [[3.997397, -3.658135, 2.178993], [3.574069, -3.552807, 3.173901], [3.812148, -4.669079, 1.827917], [5.072922, -3.509379, 2.234687], [3.380589, -2.618623, 1.245959], [1.929119, -2.618380, 1.324298], [1.331844, -1.334120, 1.052382], [1.796086, -0.600851, 1.720217], [1.442433, -0.832578, -0.407823], [0.639607, 0.347918, -0.620031], [-0.672213, 0.242208, -0.941042], [-1.216348, -0.820715, -1.180446], [-1.415914, 1.513214, -1.023171], [-1.018825, 2.808442, -0.890414], [-2.086718, 3.729250, -1.062191], [-2.057979, 5.125261, -0.998516], [-3.231565, 5.812416, -1.199070], [-4.440544, 5.164176, -1.462209], [-4.481814, 3.789193, -1.528343], [-3.307910, 3.072802, -1.329279], [-3.114572, 1.349351, -1.367250], [-5.407360, 3.274735, -1.731272], [-5.336078, 5.746337, -1.612673], [-3.218189, 7.717294, -1.116621], [-1.133817, 5.644423, -0.796822], [-0.011051, 3.126401, -0.688313], [1.000455, 1.227134, -0.289798], [1.056046, -1.599349, -1.081722], [2.479380, -0.607856, -0.666163], [0.271930, -1.390376, 1.306691], [1.340994, -3.739400, 0.603595], [-0.176383, -3.810625, 0.721141], [-0.665946, -3.035957, 0.136480], [-0.516516, -4.774673, 0.350450], [-0.474626, -3.716580, 1.762256], [1.764292, -4.644851, 1.045028], [1.627093, -3.729810, -0.463438], [3.731634, -1.631332, 1.556644], [3.736329, -2.795075, 0.215967]], "forces_ev_per_angstrom": [[-0.0319, 0.1816, -0.2278], [-0.0252, 0.0074, 0.1130], [0.0163, -0.1334, 0.0053], [0.1378, -0.0668, 0.0157], [0.0527, -0.1486, 0.2196], [0.0632, -0.0186, 0.0277], [-0.0804, 0.1346, -0.2998], [-0.0889, 0.0094, -0.0166], [-0.0001, -0.3928, 0.3077], [0.1243, 0.1427, 0.0842], [0.4364, 0.0897, 0.0351], [-0.1198, -0.1524, 0.0032], [-0.5270, 0.4808, -0.0787], [0.0598, -0.6577, -0.0154], [-0.6149, 0.0266, -0.1042], [-0.1212, 0.1080, -0.0209], [0.1869, 0.2408, 0.0462], [-0.0436, -0.0499, -0.0112], [-0.0314, 0.0973, -0.0035], [0.4074, -0.1842, 0.0758], [0.1880, 0.2687, 0.0466], [-0.1445, -0.0168, -0.0288], [-0.0611, 0.0384, -0.0103], [-0.0032, -0.2136, -0.0096], [0.0564, 0.0878, 0.0159], [0.2169, 0.0109, 0.0284], [-0.1293, 0.0033, -0.0693], [0.1578, 0.0529, -0.0035], [-0.0562, -0.0573, -0.0508], [0.0027, 0.1318, -0.0114], [-0.0929, -0.0921, 0.0953], [0.2641, 0.0024, -0.0781], [-0.0930, 0.0771, -0.0309], [-0.0702, -0.0690, -0.0326], [-0.0708, 0.0041, 0.1231], [0.0049, 0.0010, -0.1444], [0.0218, -0.0537, 0.0499], [-0.0019, 0.0120, -0.0777], [0.0100, 0.0977, 0.0327]], "charge": 0, "orbital_gap_ev": 8.3}